(1)
DFT (ωB97M-V/def2-TZVPD) results for a 2-piece molecular cluster, C2H8N2O2 overall at a distorted geometry.

Geometry as ORCA input:
```
! RIJCOSX wB97M-V def2-TZVPD def2/J DEFGRID3
* xyz 1 2
H -1.54973 -0.29409 0.83562
C 2.27856 -0.19788 0.37432
N -2.06297 -0.05414 -0.01857
O -0.24697 0.97841 -1.15513
H -2.93590 0.47417 0.02368
N 1.33706 -0.46571 1.35888
H 1.30375 0.09529 2.18909
H -2.07528 0.55253 -1.99383
H -0.10762 1.19383 -0.21613
C -1.35843 0.13860 -1.28320
H 1.19691 -1.43017 1.59438
O 3.02903 -1.00059 -0.07400
H 2.22742 0.84063 0.02266
H -1.03583 -0.83089 -1.65776
*
```

Results
- Highest occupied orbital energy (alpha / beta): -13.750 / -13.744 eV
- Frontier orbital gap (alpha / beta): 9.793 / 4.155 eV
- E_LUMO (alpha / beta): -3.96 / -9.59 eV
- ΔE to the lowest compared entry with this formula, charge and spin: 1.716 eV

These are the Löwdin partial charges, in e, on atoms 1 to 8: atom 1 (H): 0.1518, atom 2 (C): -0.4107, atom 3 (N): 0.3529, atom 4 (O): 0.0368, atom 5 (H): 0.1684, atom 6 (N): 0.0853, atom 7 (H): 0.0922, atom 8 (H): 0.1552

=====

(2)
DFT (ωB97M-V/def2-TZVPD) results for a 3-piece molecular cluster, C35H80BClN8O9P4 overall at a distorted geometry.

Geometry as ORCA input:
```
! RIJCOSX wB97M-V def2-TZVPD def2/J DEFGRID3
* xyz 0 1
H -3.50867 0.10400 -1.84122
H 3.69995 -5.21185 4.92197
C 2.01138 3.62195 -8.40187
H 4.46510 0.59640 0.94967
P 0.63042 1.24439 -7.81208
H 4.44460 -1.73716 -0.44139
H 3.23966 -3.96476 8.11094
H 2.84615 -2.05040 -2.43925
C 3.72630 0.17030 1.63958
B -2.42495 2.30345 -0.45137
P 0.78475 -3.52292 6.22878
H 0.65593 3.86899 -6.09780
N 0.27461 1.11841 -9.50078
C 0.67155 0.02444 -10.37306
C 0.25112 -1.52666 -2.55049
H -1.93630 -0.92382 4.50099
C 2.11254 -0.96121 -7.33800
O 0.94263 -2.68112 4.96747
H -0.36982 3.50582 -1.85840
C 2.30080 3.54123 1.03337
H 0.92363 1.91092 1.05238
H 1.04004 -0.63223 -0.77299
N 0.50919 -2.23187 7.32548
H 0.82480 -0.90644 -9.83284
N 0.38531 -4.67179 7.45832
H 2.30594 3.34263 -9.41679
H 3.97967 1.14901 -7.68289
C -5.18367 1.20245 1.59223
H -1.85058 -1.48672 -3.00893
C 1.21228 4.31459 1.84575
H 2.28738 3.97061 0.02285
C 3.45829 -3.72864 7.06639
O -4.90780 -0.15480 4.14671
H 3.28097 1.51201 -9.28256
H 3.22622 -1.97196 1.59017
H -0.09730 2.79922 -10.71915
H 0.17580 -2.52023 -3.01549
H -0.76619 0.00846 1.94800
H -1.58312 2.01319 -4.07376
C -1.34254 3.29560 -2.32208
H 2.13742 -4.85521 4.21637
H -0.62647 -1.47581 2.99387
C 1.04233 -1.63577 -1.23611
O -3.41332 2.56346 3.92510
C -3.13142 -0.15982 -0.84260
C -4.68753 1.62543 -0.56672
H 1.97776 -2.46647 8.83062
C -1.02172 2.92141 -3.81025
C 0.80354 -6.06835 7.34628
C -3.61688 0.91169 1.63769
C 0.07814 3.75832 -7.02225
C -3.32623 1.09306 0.09373
H -0.46330 -0.93677 5.96125
H 4.38007 -4.27131 6.84620
H -0.53308 -1.59731 1.25824
H -1.10604 0.11783 -2.93192
O -2.79245 -2.44658 1.54662
N -3.66509 -0.48787 2.22627
O -2.19872 3.53251 0.14788
H -2.98104 -2.38398 4.44471
H 0.44725 4.74873 1.19101
C -0.57676 -1.33215 6.97410
H 3.88913 -0.06700 -8.97351
C -1.16744 -0.84831 -2.42309
Cl -4.69761 4.46710 1.89447
H -1.99867 4.17178 -2.36606
O -6.25294 2.76007 3.68675
C 3.35443 0.76142 -8.49713
H 1.91719 -0.85969 -6.26605
H -0.13937 4.75537 -7.41722
N 0.78763 2.95488 -8.01516
H -1.00736 -0.18546 -0.38568
H 1.66167 -6.26248 7.99475
C -3.93240 -0.57022 3.62600
H -1.27630 2.56321 -9.42160
H 0.70201 3.67529 2.57963
H 0.84569 -0.89132 -3.22575
H -6.53514 1.85953 3.92031
C 2.53242 -2.04845 -1.38599
H -1.53641 -1.86150 7.02552
H -6.51722 1.56600 0.17557
H 2.60773 -3.09500 -1.03908
O -1.92383 2.13069 -1.72936
H 0.57542 -2.29118 -0.48704
C -0.52120 -4.44278 8.57289
P -5.99343 2.83851 2.05658
H -2.82439 4.20890 -0.15164
H 0.03341 2.67416 -3.96021
C 3.46981 -1.22175 -0.47048
H 0.04199 -4.15350 9.46354
H 3.25835 3.76093 1.52624
H -0.64728 -0.47610 7.64438
C 2.91446 -4.45285 4.86623
H 3.67035 -2.65793 6.95716
C 1.39097 -1.69428 8.33567
H 0.80991 -1.24409 9.14696
H 3.32929 -3.55759 4.38761
H 1.93051 -0.87121 1.11202
H -1.72627 -1.78656 -0.57363
H 1.36613 -1.65109 -7.75125
H -1.70669 1.03845 3.58481
H 4.25524 -0.22502 2.52161
H -1.09453 -5.34013 8.82083
C -0.64922 2.05018 -10.14540
H 0.00110 -6.75657 7.62642
N 2.38642 -4.16928 6.19998
H 2.38626 1.66934 0.00597
H 2.06567 -0.92903 7.93236
C 2.72662 1.22963 2.13873
H 1.07534 -6.32832 6.32707
C 3.00221 -1.07592 0.99668
P -2.60476 1.88918 2.88177
H 1.59141 0.28055 -10.90480
H -3.25866 -1.12669 5.62179
H 1.86487 4.70353 -8.44315
H 1.67956 5.14487 2.39276
H 3.08391 -1.44342 -7.44248
C -1.71635 -0.76943 -0.98869
N 2.06102 0.32141 -8.03028
H -1.39061 3.71404 -4.47031
H -5.81297 0.47383 2.12321
H -1.76887 2.86935 2.30372
C -2.96189 -1.29259 4.58265
H 3.29985 1.97728 2.71369
H 3.62861 -0.23141 -0.92272
N -5.68507 0.95923 0.18351
H 1.98311 0.80895 2.83189
H -3.81100 -0.94747 -0.47973
O -4.81127 2.40061 -1.43813
H -0.88174 3.30798 -6.77123
C -1.02957 -1.05102 2.06271
H -1.26090 -3.67524 8.35947
O 0.64426 1.27681 -6.29143
H -1.33570 1.53710 -10.82504
C 2.02087 2.00733 0.98765
H 2.83336 3.42580 -7.70214
H -0.09370 -0.19529 -11.12270
C -2.52993 -1.37470 1.94871
*
```

Results
- Highest occupied orbital energy: -8.146 eV
- Frontier orbital gap: 8.035 eV
- SMILES: CCCCCCCCCCCCC[C@@]1(B(O)OCC)C(=O)N[C@H](P(O)Cl)[C@@]1([PH2]=O)N(C(C)=O)C(C)=O.CN(C)P(=O)(N(C)C)N(C)C.CN(C)P(=O)(N(C)C)N(C)C
- E_LUMO: -0.11 eV

These are the Löwdin partial charges, in e, on atoms 1 to 8: atom 1 (H): 0.1310, atom 2 (H): 0.0797, atom 3 (C): -0.1335, atom 4 (H): 0.1067, atom 5 (P): 0.7340, atom 6 (H): 0.1116, atom 7 (H): 0.0691, atom 8 (H): 0.1044

=====

(3)
DFT (ωB97M-V/def2-TZVPD) results for one molecule with the formula C4H2F2O at a distorted geometry.

Geometry as ORCA input:
```
! RIJCOSX wB97M-V def2-TZVPD def2/J DEFGRID3
* xyz 0 1
C -0.85046 0.27089 -0.53695
F 1.27822 -0.31806 2.24151
C 1.17537 -0.69602 0.94560
C -0.02728 -0.89203 0.34969
H 2.09890 -1.13861 0.50833
O -0.32741 0.87783 -1.58941
H -0.82122 1.64862 -1.81639
F -1.39540 1.31250 0.24739
C -1.13073 -1.06513 -0.34978
*
```

Results
- Highest occupied orbital energy (alpha / beta): -8.865 / -8.866 eV
- Frontier orbital gap (alpha / beta): 8.336 / 8.337 eV
- E_LUMO (alpha / beta): -0.53 / -0.53 eV
- ΔE to the lowest compared entry with this formula, charge and spin: 4.324 eV

These are the Löwdin partial charges, in e, on atoms 1 to 8: atom 1 (C): -0.4375, atom 2 (F): 0.0118, atom 3 (C): -0.0963, atom 4 (C): -0.0990, atom 5 (H): 0.1328, atom 6 (O): 0.1563, atom 7 (H): 0.1235, atom 8 (F): 0.0599

=====

(4)
DFT (ωB97M-V/def2-TZVPD) results for one molecule with the formula C2H3ClN2O at a distorted geometry.

Geometry as ORCA input:
```
! RIJCOSX wB97M-V def2-TZVPD def2/J DEFGRID3
* xyz 0 3
H 1.04649 -0.11118 1.07713
C 0.24538 -0.46511 -1.06937
N -1.03869 -0.08447 0.60182
O 0.92797 -0.68768 -2.03457
N -1.05972 -0.55381 -0.74068
H -1.93113 -0.84625 -1.19953
Cl -2.02481 1.32678 0.99323
C 0.51345 0.25710 0.29651
H 0.69541 1.40499 0.03794
*
```

Results
- Highest occupied orbital energy (alpha / beta): -6.006 / -10.509 eV
- Frontier orbital gap (alpha / beta): 6.779 / 7.754 eV
- E_LUMO (alpha / beta): 0.77 / -2.76 eV
- ΔE to the lowest compared entry with this formula, charge and spin: 2.414 eV

These are the Löwdin partial charges, in e, on atoms 1 to 8: atom 1 (H): 0.0565, atom 2 (C): -0.4741, atom 3 (N): -0.4218, atom 4 (O): 0.1052, atom 5 (N): 0.0523, atom 6 (H): 0.1667, atom 7 (Cl): 0.3736, atom 8 (C): -0.0130

=====

(5)
DFT (ωB97M-V/def2-TZVPD) results for one molecule with the formula C4H7NS2 at a distorted geometry.

Geometry as ORCA input:
```
! RIJCOSX wB97M-V def2-TZVPD def2/J DEFGRID3
* xyz 0 1
C 0.10915 0.85058 2.26701
H 0.32999 1.90859 1.94377
H -0.92672 0.80719 2.58969
H 1.47429 -1.74545 0.40694
N -0.06866 -0.11464 -1.24939
S 1.49879 0.20041 -1.85196
H 2.01215 -0.99961 2.00120
C 0.36093 -0.11687 1.15116
S -2.19553 -0.10211 0.26508
C 1.28647 -1.06721 1.23115
H -0.81614 -0.28662 -1.96460
H 0.81056 0.65896 3.09495
H 1.50326 1.54723 -1.93675
C -0.54972 -0.10992 0.01744
*
```

Results
- Highest occupied orbital energy: -8.547 eV
- Frontier orbital gap: 8.607 eV
- SMILES: C=C(C)C(=S)NS
- E_LUMO: 0.06 eV
- ΔE to the lowest compared entry with this formula, charge and spin: 0.998 eV

These are the Löwdin partial charges, in e, on atoms 1 to 8: atom 1 (C): -0.0789, atom 2 (H): 0.1017, atom 3 (H): 0.0511, atom 4 (H): 0.0649, atom 5 (N): -0.4316, atom 6 (S): 0.7713, atom 7 (H): 0.0619, atom 8 (C): -0.4387

=====

(6)
DFT (ωB97M-V/def2-TZVPD) results for C17H41N2OP2V as an isolated structure at a distorted geometry.

Geometry as ORCA input:
```
! RIJCOSX wB97M-V def2-TZVPD def2/J DEFGRID3
* xyz 2 3
V 0.02974 0.01058 -0.02166
H 2.78688 1.52374 2.26581
C 1.41670 -0.10277 -2.66186
H 0.36692 -2.97086 1.65114
P 0.18663 2.25342 0.59740
C 1.86238 1.74995 2.81003
H 2.37604 0.01684 -2.13954
H -1.48850 -1.34281 1.76315
C -1.09082 4.75226 0.37186
H -0.47923 0.58865 -2.49871
N -0.76226 -0.62109 1.88300
H 0.26461 -1.69718 -3.52716
H 1.51098 -4.41696 -2.30947
H 1.28964 0.81474 2.92484
H 0.00452 -1.04541 2.41534
H -1.97125 -4.61273 -0.57222
H 0.65843 3.69263 4.07070
O 2.97384 -0.69737 0.69221
C -1.47814 -3.53097 -3.10007
P -0.00575 -2.04050 -1.15515
H -2.27632 -3.09276 0.32862
H 2.13178 2.08758 3.82001
H 2.24090 2.42042 -0.67101
C 0.07090 3.44831 3.17636
H -1.28436 5.13528 -0.64211
H -0.38749 -4.41648 0.94948
N 0.40255 0.74874 -1.99929
H -0.22895 2.73359 -2.47346
H -2.15979 -1.85267 -1.91678
H 2.00163 -2.96670 -0.34614
H 1.32333 -4.43944 1.41992
H -0.45511 -3.83778 -3.36595
H -1.85547 -2.88068 -3.90356
H -1.69917 2.93573 -0.62048
C -2.46338 2.78155 1.37564
C -1.58653 -2.78207 -1.74931
C -2.32689 -3.57587 -0.65956
C 1.02301 2.84742 2.13961
H 0.08753 -5.10746 -1.48796
H 1.71572 -5.37776 -0.83856
C -1.36825 3.22818 0.39123
H 1.56406 0.26486 -3.69109
H -1.43388 0.20435 -0.57181
C 0.53281 -3.82024 0.97574
H 1.42113 2.33907 -2.95973
H -2.27756 1.77992 1.79524
C 0.93650 -1.54937 -2.66760
C 0.99578 -3.41619 -0.42654
H -3.41925 2.72045 0.83843
C 1.21776 2.77469 -0.84399
H -3.39006 -3.62100 -0.94022
H 1.70475 3.62295 1.75172
C 1.06900 -4.64179 -1.33358
H -1.15626 0.11586 2.47138
H 1.78112 -2.24236 -2.79765
C 1.87160 -0.38161 0.39410
H -2.11662 -4.42583 -3.09504
C 0.69153 2.22847 -2.14807
H -1.77131 5.28596 1.05096
H -0.05396 5.02519 0.62963
H -0.42020 4.36620 2.84152
H -2.58860 3.48912 2.20489
H -0.69386 2.72139 3.48156
H 1.25981 3.86655 -0.86860
*
```

Results
- Highest occupied orbital energy (alpha / beta): -15.756 / -15.700 eV
- Frontier orbital gap (alpha / beta): 8.010 / 7.836 eV
- E_LUMO (alpha / beta): -7.75 / -7.86 eV

These are the Löwdin partial charges, in e, on atoms 1 to 8: atom 1 (V): 0.3710, atom 2 (H): 0.0778, atom 3 (C): -0.2398, atom 4 (H): 0.0476, atom 5 (P): 0.9682, atom 6 (C): -0.1053, atom 7 (H): 0.1225, atom 8 (H): 0.0821